Record 1
Density functional theory data (ωB97M-V/def2-TZVPD) for CH4NO4P as an isolated structure in a non-equilibrium geometry.

Last column: natural (NBO) charge in e.
Cartesian coordinates (Å):
C 0.784 -0.703 0.452  -0.269
N 1.405 -0.645 -0.821  -0.333
O -1.878 -0.395 -0.492  -1.224
O -2.030 1.149 1.633  -1.190
O -1.064 1.885 -0.728  -1.150
O 1.824 0.585 -1.267  -0.815
P -1.460 0.823 0.238  2.344
H -0.229 0.008 0.745  -0.058
H 0.437 -1.698 0.778  0.186
H 1.476 -0.041 0.978  0.195
H 0.736 -0.968 -1.516  0.314

Calculated values
ΔE to the lowest compared entry with this formula, charge and spin = 376.7 kJ/mol
M = 125.020 u
total charge = -2
HOMO-LUMO gap (alpha / beta) = 5.6 / 5.6 eV
calculated total energy = -737.4834 Eh

Record 2
Density functional theory data (ωB97M-V/def2-TZVPD) for the molecule CH4NOP in a non-equilibrium geometry.

Last column: natural (NBO) charge in e.
Cartesian coordinates (Å):
N 1.091 -0.353 -0.241  -0.840
C 0.127 0.682 -0.128  -0.601
P -1.533 0.118 0.840  1.257
O -1.964 -1.221 0.426  -0.981
H 0.688 -1.305 -0.560  0.376
H 1.395 -0.688 0.695  0.352
H 0.511 1.774 0.165  0.224
H -0.315 0.993 -1.196  0.213

Calculated values
ΔE to the lowest compared entry with this formula, charge and spin = 161.8 kJ/mol
M = 77.023 u
SMILES string = NCP=O
HOMO-LUMO gap = 7.7 eV
calculated total energy = -511.8025 Eh

Record 3
Density functional theory data (ωB97M-V/def2-TZVPD) for a 2-piece molecular cluster, CH4NOP overall in a non-equilibrium geometry.

Last column: natural (NBO) charge in e.
Cartesian coordinates (Å):
C -0.341 1.676 -0.027  -0.078
N 0.815 1.904 0.088  0.203
O 1.857 2.186 0.586  -0.358
H -1.051 1.469 -0.780  0.236
P 0.075 -2.043 -0.169  0.044
H 0.273 -0.786 0.344  -0.012
H -1.067 -1.740 -0.873  -0.020
H -0.561 -2.666 0.830  -0.014

Calculated values
ΔE to the lowest compared entry with this formula, charge and spin = 446.5 kJ/mol
M = 77.023 u
SMILES string = C#[N+][O-].P
HOMO-LUMO gap = 10.2 eV
calculated total energy = -511.6941 Eh

Record 4
Density functional theory data (ωB97M-V/def2-TZVPD) for a 2-piece molecular cluster, CH4O2 overall in a non-equilibrium geometry.

Last column: natural (NBO) charge in e.
Cartesian coordinates (Å):
C -0.348 -0.293 0.895  0.269
O -0.896 -0.706 -0.067  -0.494
H -0.813 -0.516 1.884  0.103
H 0.629 0.247 0.909  0.116
O 0.815 0.231 -1.111  -0.930
H 0.210 0.043 -1.864  0.482
H 0.403 0.994 -0.646  0.453

Calculated values
ΔE to the lowest compared entry with this formula, charge and spin = 121.4 kJ/mol
M = 48.041 u
SMILES string = C=O.O
HOMO-LUMO gap = 10.4 eV
calculated total energy = -190.9041 Eh

Record 5
Density functional theory data (ωB97M-V/def2-TZVPD) for the molecule CH4O2P2 in a non-equilibrium geometry.

Last column: natural (NBO) charge in e.
Cartesian coordinates (Å):
C -1.181 -0.460 0.113  -0.997
O 1.160 1.764 0.072  -1.011
O 1.409 -0.711 -0.105  -1.101
P 2.287 0.591 0.038  1.104
P 0.174 -1.735 -0.126  0.808
H -1.979 -1.240 0.444  0.235
H -0.823 0.145 0.923  0.237
H -1.434 0.079 -0.790  0.223
H 0.388 1.568 -0.567  0.501

Calculated values
ΔE to the lowest compared entry with this formula, charge and spin = 184.6 kJ/mol
M = 109.989 u
HOMO-LUMO gap (alpha / beta) = 7.7 / 6.7 eV
calculated total energy = -873.6507 Eh

Record 6
Density functional theory data (ωB97M-V/def2-TZVPD) for the molecule CH4O2P2 in a non-equilibrium geometry.

Last column: natural (NBO) charge in e.
Cartesian coordinates (Å):
C 0.659 0.117 0.202  -0.918
O -4.225 0.801 -0.521  -1.080
O -1.969 -0.104 -0.023  -1.003
P -3.658 -0.396 0.032  1.045
P -0.877 1.076 0.502  1.176
H 0.495 -0.845 0.642  0.264
H 0.777 0.119 -0.806  0.251
H 1.552 0.512 0.625  0.248
H -1.040 1.988 -0.646  0.017

Calculated values
ΔE to the lowest compared entry with this formula, charge and spin = 194.9 kJ/mol
M = 109.989 u
HOMO-LUMO gap (alpha / beta) = 4.9 / 5.3 eV
spin multiplicity = 3
⟨S²⟩ = 2.007
calculated total energy = -873.5632 Eh

Record 7
Density functional theory data (ωB97M-V/def2-TZVPD) for a 2-piece molecular cluster, CH4O2S overall in a non-equilibrium geometry.

Last column: natural (NBO) charge in e.
Cartesian coordinates (Å):
C -0.032 0.068 0.085  0.411
O 1.176 0.770 -0.171  -0.757
O -0.820 0.698 1.008  -0.712
S -0.878 -0.192 -1.493  0.010
H 0.586 -1.592 0.744  -0.081
H 1.856 0.332 -0.742  0.508
H -0.370 1.135 1.739  0.503
H -1.518 -1.218 -1.170  0.117

Calculated values
ΔE to the lowest compared entry with this formula, charge and spin = 340.4 kJ/mol
M = 80.108 u
HOMO-LUMO gap = 9.1 eV
calculated total energy = -589.0383 Eh

Record 8
Density functional theory data (ωB97M-V/def2-TZVPD) for a 2-piece molecular cluster, CH4O2S overall in a non-equilibrium geometry.

Last column: natural (NBO) charge in e.
Cartesian coordinates (Å):
S -1.258 -1.946 -1.838  0.541
H -0.028 -1.753 -1.186  0.241
H -1.718 -3.133 -1.345  0.186
O 0.644 0.479 -0.388  -0.599
C 0.535 0.962 0.698  0.678
O 0.665 2.278 0.877  -0.677
H 0.165 0.388 1.640  0.119
H 0.994 2.724 1.542  0.511

Calculated values
ΔE to the lowest compared entry with this formula, charge and spin = 65.7 kJ/mol
M = 80.108 u
total charge = +1
HOMO-LUMO gap (alpha / beta) = 10.5 / 4.7 eV
spin multiplicity = 2
⟨S²⟩ = 0.753
calculated total energy = -588.7694 Eh

Record 9
Density functional theory data (ωB97M-V/def2-TZVPD) for the molecule CH4O2S3 in a non-equilibrium geometry.

Last column: natural (NBO) charge in e.
Cartesian coordinates (Å):
C -0.943 -0.137 -0.388  -0.858
O 1.703 0.347 1.337  -0.908
O -2.221 0.521 1.763  -0.804
S 0.412 0.999 2.254  0.263
S -1.743 1.647 3.064  0.022
S -1.177 1.187 0.830  1.033
H -0.529 0.239 -1.386  0.259
H -0.272 -0.789 0.167  0.261
H -1.764 -0.786 -0.390  0.261
H 2.333 0.886 1.823  0.472

Calculated values
ΔE to the lowest compared entry with this formula, charge and spin = 262.7 kJ/mol
M = 144.242 u
HOMO-LUMO gap = 7.8 eV
calculated total energy = -1385.3871 Eh

Record 10
Density functional theory data (ωB97M-V/def2-TZVPD) for CH4O2Sn as an isolated structure in a non-equilibrium geometry.

Last column: natural (NBO) charge in e.
Cartesian coordinates (Å):
H 1.141 1.379 -2.811  -0.267
O 0.764 -0.542 -0.786  -0.366
Sn -0.138 0.617 -2.099  1.260
O 0.714 -0.775 0.472  -0.017
C -0.431 -0.253 1.173  -0.305
H -0.222 -0.435 2.230  0.258
H -0.512 0.824 0.975  0.200
H -1.315 -0.816 0.847  0.237

Calculated values
M = 166.752 u
total charge = +1
HOMO-LUMO gap (alpha / beta) = 8.3 / 6.2 eV
spin multiplicity = 2
⟨S²⟩ = 0.778
calculated total energy = -404.7862 Eh

Record 11
Density functional theory data (ωB97M-V/def2-TZVPD) for a 2-piece molecular cluster, CH4O3 overall in a non-equilibrium geometry.

Last column: natural (NBO) charge in e.
Cartesian coordinates (Å):
O -0.085 1.325 -0.323  -0.544
C -0.922 1.553 0.535  0.641
O -2.232 1.816 0.291  -0.664
H -0.781 1.921 1.571  0.084
H -2.623 2.037 1.180  0.483
O 2.026 -3.165 -0.869  -0.943
H 1.929 -2.188 -0.801  0.474
H 2.687 -3.300 -1.585  0.469

Calculated values
ΔE to the lowest compared entry with this formula, charge and spin = 79.6 kJ/mol
M = 64.040 u
SMILES string = O=CO.O
HOMO-LUMO gap = 11.5 eV
calculated total energy = -266.2057 Eh

Record 12
Density functional theory data (ωB97M-V/def2-TZVPD) for a 2-piece molecular cluster, CH4O3 overall in a non-equilibrium geometry.

Last column: natural (NBO) charge in e.
Cartesian coordinates (Å):
O -1.226 -0.448 0.076  -0.673
C -0.476 -0.485 -0.890  0.654
O 0.817 -0.291 -0.770  -0.715
H -0.801 -0.655 -1.920  0.118
H 1.022 0.266 0.177  0.504
O 0.693 0.903 1.277  -0.917
H 0.408 1.797 1.469  0.505
H -0.110 0.350 1.408  0.525

Calculated values
ΔE to the lowest compared entry with this formula, charge and spin = 42.2 kJ/mol
M = 64.040 u
SMILES string = O=CO.O
HOMO-LUMO gap = 11.2 eV
calculated total energy = -266.2200 Eh

Record 13
Density functional theory data (ωB97M-V/def2-TZVPD) for a 2-piece molecular cluster, CH4O3 overall.

Last column: natural (NBO) charge in e.
Cartesian coordinates (Å):
O 1.441 0.409 0.446  -0.602
C 1.378 -0.469 -0.369  0.654
O 0.370 -1.328 -0.469  -0.669
H 2.155 -0.700 -1.105  0.116
H -0.284 -1.125 0.216  0.502
O -1.629 0.783 0.157  -0.956
H -1.086 1.004 0.938  0.480
H -2.346 1.424 0.185  0.476

Calculated values
ΔE to the lowest compared entry with this formula, charge and spin = 16.2 kJ/mol
M = 64.040 u
SMILES string = O=CO.O
HOMO-LUMO gap = 11.6 eV
calculated total energy = -266.2299 Eh

Record 14
Density functional theory data (ωB97M-V/def2-TZVPD) for a 2-piece molecular cluster, CH4O3 overall in a non-equilibrium geometry.

Last column: natural (NBO) charge in e.
Cartesian coordinates (Å):
O 0.545 1.313 0.222  -0.680
C -0.658 1.155 0.362  0.647
O -1.275 0.025 0.083  -0.713
H -1.301 1.931 0.811  0.109
H -0.431 -0.610 -0.373  0.498
O 0.725 -1.208 -0.561  -0.898
H 1.433 -0.562 -0.412  0.531
H 0.963 -2.043 -0.131  0.505

Calculated values
ΔE to the lowest compared entry with this formula, charge and spin = 38.1 kJ/mol
M = 64.040 u
SMILES string = O=CO.O
HOMO-LUMO gap = 10.7 eV
calculated total energy = -266.2215 Eh

Record 15
Density functional theory data (ωB97M-V/def2-TZVPD) for the molecule CH4O3 in a non-equilibrium geometry.

Last column: natural (NBO) charge in e.
Cartesian coordinates (Å):
C 0.288 0.525 -0.126  0.173
O 1.011 -0.817 -0.036  -0.748
O -1.757 -0.470 -0.339  -0.355
O -0.935 0.513 0.343  -0.305
H 1.009 1.289 0.479  0.135
H 0.384 0.708 -1.247  0.169
H 1.776 -0.614 0.515  0.469
H -1.776 -1.134 0.410  0.463

Calculated values
ΔE to the lowest compared entry with this formula, charge and spin = 311.0 kJ/mol
M = 64.040 u
HOMO-LUMO gap (alpha / beta) = 7.1 / 7.7 eV
spin multiplicity = 3
⟨S²⟩ = 2.011
calculated total energy = -265.9002 Eh

Record 16
Density functional theory data (ωB97M-V/def2-TZVPD) for the molecule CH4O3S in a non-equilibrium geometry.

Last column: natural (NBO) charge in e.
Cartesian coordinates (Å):
O 0.810 1.273 -0.938  -0.718
C 0.440 0.039 -0.403  0.639
O 0.684 -0.132 0.922  -0.719
O -1.171 -0.115 -0.764  -0.749
S -2.208 0.170 0.381  0.328
H 0.870 2.054 -0.260  0.490
H 0.996 -0.617 -1.086  0.168
H -0.181 -0.023 1.439  0.493
H -2.542 1.467 0.229  0.068

Calculated values
ΔE to the lowest compared entry with this formula, charge and spin = 193.5 kJ/mol
M = 96.107 u
SMILES string = OC(O)OS
HOMO-LUMO gap = 9.8 eV
calculated total energy = -664.3484 Eh

Record 17
Density functional theory data (ωB97M-V/def2-TZVPD) for the molecule CH4O4 in a non-equilibrium geometry.

Last column: natural (NBO) charge in e.
Cartesian coordinates (Å):
O -1.311 0.413 -0.308  -0.728
C 0.048 0.068 0.019  0.920
O 0.057 -1.081 0.719  -0.734
O 0.782 -0.154 -1.139  -0.723
O 0.628 1.058 0.724  -0.715
H -1.649 -0.481 -0.166  0.483
H 0.751 -1.660 0.252  0.507
H 0.493 0.683 -1.721  0.498
H 0.201 1.153 1.620  0.491

Calculated values
ΔE to the lowest compared entry with this formula, charge and spin = 63.8 kJ/mol
M = 80.039 u
SMILES string = OC(O)(O)O
HOMO-LUMO gap = 11.7 eV
calculated total energy = -341.4609 Eh

Record 18
Density functional theory data (ωB97M-V/def2-TZVPD) for CH4O4PS as an isolated structure in a non-equilibrium geometry.

Last column: natural (NBO) charge in e.
Cartesian coordinates (Å):
C 0.574 -0.639 0.408  -0.408
O -2.056 -0.543 0.992  -1.014
O -0.886 1.282 0.072  -1.016
O -2.373 -0.012 -1.462  -0.982
O -0.229 -0.989 -0.696  -0.693
P 1.395 1.029 0.269  0.307
S -1.500 0.008 -0.266  2.513
H 1.309 -1.495 0.266  0.190
H 0.047 -0.654 1.426  0.237
H 1.089 1.475 -1.037  -0.010
H 2.630 0.537 0.029  -0.125

Calculated values
ΔE to the lowest compared entry with this formula, charge and spin = 129.9 kJ/mol
M = 143.080 u
total charge = -1
HOMO-LUMO gap = 9.1 eV
calculated total energy = -1081.0182 Eh

Record 19
Density functional theory data (ωB97M-V/def2-TZVPD) for the molecule CH4OP2 in a non-equilibrium geometry.

Last column: natural (NBO) charge in e.
Cartesian coordinates (Å):
C 0.068 0.541 -0.047  -0.954
P 1.314 0.547 -1.402  0.130
P 1.082 -1.454 -1.690  1.225
O 1.679 -2.517 -2.459  -1.010
H 0.433 0.908 0.971  0.245
H -0.136 -0.571 0.251  0.222
H -0.867 1.084 -0.271  0.237
H 0.275 -1.870 -0.566  -0.095

Calculated values
ΔE to the lowest compared entry with this formula, charge and spin = 45.6 kJ/mol
M = 93.990 u
SMILES string = CP=[PH]=O
HOMO-LUMO gap = 8.6 eV
calculated total energy = -798.3987 Eh

Record 20
Density functional theory data (ωB97M-V/def2-TZVPD) for a 2-piece molecular cluster, CH4OS overall.

Last column: natural (NBO) charge in e.
Cartesian coordinates (Å):
C -1.511 -0.517 -0.700  0.282
O -2.395 0.284 -0.657  -0.497
H -1.226 -1.120 0.169  0.110
H -1.021 -0.735 -1.661  0.103
S 2.053 0.137 0.650  -0.302
H 1.969 0.520 1.954  0.152
H 2.131 1.431 0.246  0.152

Calculated values
ΔE to the lowest compared entry with this formula, charge and spin = 29.2 kJ/mol
M = 64.109 u
SMILES string = C=O.S
HOMO-LUMO gap = 10.7 eV
calculated total energy = -513.8836 Eh